[1]
18
Properties=species:S:1:pos:R:3:forces:R:3 method="wB97M-V/def2-TZVPD" smiles="O=CNCCCC[O-]" max_force_ev_per_a=3.298 total_charge=-1 multiplicity=1
O 1.165411 3.340772 0.363678 -0.105 0.019 -0.119
C 0.346993 2.616785 -0.203812 1.692 0.778 1.252
N -0.086251 1.484981 0.381004 -0.879 0.037 -1.468
C -1.154748 0.635788 -0.130558 -0.658 0.813 0.122
C -0.769109 -0.656034 -0.823213 0.163 -0.493 -0.384
C -0.131377 -1.748191 0.025353 0.984 -0.194 1.261
C 1.351806 -1.319523 0.681405 -1.577 -2.792 -0.768
O 2.022720 -2.367511 1.145514 0.222 -0.250 -0.114
H 0.086430 2.984983 -1.211966 -0.946 -1.033 0.056
H 0.382841 1.175455 1.213453 0.357 0.076 0.130
H -1.853812 0.517711 0.708379 0.143 -0.575 -0.066
H -1.753617 1.242697 -0.832700 0.397 -0.040 0.036
H -0.097241 -0.393690 -1.659616 0.024 -0.023 0.277
H -1.680292 -0.996058 -1.322414 -0.191 -0.180 0.008
H -0.765962 -2.150846 0.832858 -0.181 0.743 0.145
H 0.102677 -2.700840 -0.454995 0.134 0.332 -0.874
H 1.796488 -0.927450 -0.276970 0.151 1.193 0.833
H 1.037045 -0.739026 1.564601 0.272 1.590 -0.327

[2]
18
Properties=species:S:1:pos:R:3:forces:R:3 method="wB97M-V/def2-TZVPD" smiles="CCCNCC(=O)[O-]" max_force_ev_per_a=6.246 total_charge=-1 multiplicity=1
C 1.897163 2.543847 -0.937638 1.484 5.934 1.264
C 0.695187 2.488775 -0.014488 -0.611 -2.450 -2.239
C 0.708399 0.900546 0.396405 -1.490 1.048 0.051
N -0.665373 0.460919 0.695590 0.538 0.191 2.274
C -0.788404 -0.967289 1.114989 0.299 1.778 -0.340
C -0.778681 -1.840138 -0.139466 -0.089 0.249 3.823
O -1.345417 -1.449165 -1.108497 -2.218 2.172 -4.385
O -0.253490 -2.899656 0.079236 2.133 -4.207 0.171
H 2.807227 2.446043 -0.344434 0.295 0.255 0.044
H 1.947342 1.771150 -1.566479 -0.371 -2.992 -2.593
H 2.043694 3.544808 -1.627415 -0.482 -2.161 1.814
H -0.154676 2.796392 -0.664254 -0.033 -0.996 0.345
H 0.556057 3.200610 0.786901 0.891 -0.185 0.644
H 1.439379 0.818898 1.196238 -0.481 0.056 0.965
H 1.164315 0.169228 -0.299547 -0.114 0.899 -0.821
H -1.175507 0.505137 -0.160442 -0.364 0.001 -0.769
H -1.614862 -1.178931 1.804241 -0.523 0.374 -0.582
H 0.033917 -1.263634 1.721342 1.136 0.034 0.334

[3]
18
Properties=species:S:1:pos:R:3:forces:R:3 method="wB97M-V/def2-TZVPD" max_force_ev_per_a=4.105 total_charge=+1 multiplicity=1
C 1.561390 -1.390643 -0.063457 3.067 0.386 1.228
C -1.128179 -0.395042 -0.087802 1.983 1.650 -1.131
C 2.102788 0.750500 0.703363 3.378 2.318 0.250
C -3.397062 0.301307 0.333708 -0.165 -1.937 1.865
C 0.951102 0.398205 -1.373778 -1.260 0.689 3.095
N 1.609799 -0.105361 -0.304036 -1.529 -1.972 -1.663
O -0.624339 -1.259437 0.497104 -1.016 -0.906 0.864
O -2.084412 0.380726 -0.279146 0.379 0.553 -1.289
H 1.299689 -2.045355 -0.829155 -0.687 -0.861 -1.104
H 2.336026 -1.740694 0.654740 -1.303 0.084 -0.068
H 1.552745 1.663345 0.864440 -0.963 -0.072 -0.159
H 3.107042 1.236042 0.278662 -1.610 -1.517 1.436
H 2.138940 0.191785 1.648056 0.617 0.425 -0.405
H -3.279914 -0.532220 1.087161 -0.674 0.935 -0.610
H -4.144371 0.012664 -0.424632 0.477 0.563 0.345
H -3.516280 1.255040 0.854891 -0.361 -0.249 -0.440
H 1.005318 1.430505 -1.450026 -0.092 1.729 -0.315
H 0.509719 -0.151365 -2.110099 -0.240 -1.817 -1.897

[4]
18
Properties=species:S:1:pos:R:3:forces:R:3 method="wB97M-V/def2-TZVPD" max_force_ev_per_a=5.489 total_charge=+1 multiplicity=1
C -3.305452 1.003502 0.637293 0.823 -1.680 2.792
C -0.818995 0.201376 0.785478 0.844 -1.659 -1.115
C 0.326233 0.432038 0.168836 0.349 -0.408 0.819
C -2.046818 0.803726 0.416707 1.473 3.948 -3.517
C 2.067466 -1.307370 -0.712679 -0.794 0.638 -3.509
N 1.536081 -0.397933 0.385875 -1.093 -3.162 1.622
O -1.442775 2.082636 -1.038640 0.035 -3.276 3.219
O 3.113361 -2.060562 -0.205172 -2.177 2.096 2.743
H -3.920849 1.687475 0.188646 -1.198 1.465 -1.531
H -3.731952 0.585102 1.555988 0.049 -0.357 -0.342
H -0.761270 -0.760515 1.221009 -0.981 -0.927 1.385
H 0.423867 1.290132 -0.383451 0.721 1.731 -1.689
H 1.254879 -1.919396 -1.215514 0.507 0.593 1.266
H 2.346995 -0.565532 -1.534705 0.122 -0.908 0.981
H 2.357170 0.149638 0.582494 0.316 0.593 0.835
H 1.332371 -1.110159 1.194860 0.726 1.880 -1.289
H -2.324824 2.370182 -1.187281 -1.158 0.674 -0.479
H 3.594511 -2.484341 -0.859743 1.436 -1.240 -2.189

[5]
18
Properties=species:S:1:pos:R:3:forces:R:3 method="wB97M-V/def2-TZVPD" smiles="CC(C)=[N+](C)OC=O" max_force_ev_per_a=4.946 total_charge=+1 multiplicity=1
C 1.108325 0.985701 1.487203 1.314 0.324 -4.201
C 0.622335 -0.120576 0.674386 0.529 -0.519 -1.858
C 1.142500 -1.536672 0.905078 -3.913 -1.287 0.512
N -0.180664 0.101055 -0.348961 -0.863 0.447 -0.127
C -0.665960 -0.871041 -1.370387 -1.493 -1.799 -0.635
O -0.556085 1.480139 -0.645385 2.304 -0.162 0.822
C -1.862803 1.776735 -1.077128 -0.142 0.038 -0.333
O -2.203133 2.843907 -1.464229 0.952 -1.407 0.813
H 2.079714 1.373374 1.072217 -0.759 -0.456 0.049
H 0.447888 1.761754 1.461917 -1.694 2.225 0.218
H 1.314987 0.653849 2.387298 0.917 -1.476 4.630
H 0.894592 -1.849908 2.022136 0.354 0.657 -2.354
H 2.151603 -1.804747 0.733315 1.357 0.740 -0.142
H 0.565273 -2.203215 0.159800 0.832 0.667 1.731
H -1.603931 -1.532147 -1.027142 2.207 1.572 -0.255
H 0.141336 -1.589034 -1.725253 -0.921 1.225 0.568
H -1.053687 -0.296942 -2.245520 0.718 -0.421 0.714
H -2.342289 0.827768 -0.999343 -1.701 -0.366 -0.153

[6]
19
Properties=species:S:1:pos:R:3:forces:R:3 method="wB97M-V/def2-TZVPD" max_force_ev_per_a=4.132 total_charge=-1 multiplicity=1
C -1.822407 0.710594 0.397948 0.093 -2.183 -1.445
C 0.728344 1.486541 -1.029947 0.749 1.393 -1.885
C -0.295755 -1.696277 0.896224 3.113 1.348 2.359
C 1.016403 0.276103 -0.148579 -0.378 0.207 -2.337
C -0.071961 -0.752180 -0.313731 -0.081 -1.011 0.432
N -2.971364 0.185087 0.091459 -1.655 2.077 0.330
O -4.189507 0.505681 0.524648 2.060 -0.812 -0.715
O -3.082657 -0.704988 -1.060617 0.902 0.174 1.242
O -0.321667 -1.189012 -1.453319 -0.388 0.179 0.232
H -1.817447 1.526584 1.115479 -0.688 -0.224 0.344
H -0.284435 2.015924 -1.024570 1.240 -1.390 0.238
H 1.480451 2.313464 -0.907536 -0.384 -0.703 0.237
H 0.979615 1.096890 -2.078341 -0.910 0.763 1.124
H -0.371662 -1.070001 1.884766 -0.807 -1.152 -1.890
H 0.759318 -2.197046 1.210428 -2.098 0.493 -1.367
H -1.060922 -2.431763 0.690643 -0.148 -0.015 0.316
H 1.958119 -0.111292 -0.605739 -0.493 -0.272 0.649
H 1.154183 0.435012 0.863914 0.345 0.785 2.079
H -2.145369 -0.980919 -1.254725 -0.473 0.341 0.056

[7]
21
Properties=species:S:1:pos:R:3:forces:R:3 method="wB97M-V/def2-TZVPD" smiles="CCN1[C@H](C)C(=O)S[SH]1(=O)[O-]" max_force_ev_per_a=4.377 total_charge=-1 multiplicity=1
C -1.169357 0.021339 -2.105390 -0.035 2.576 1.441
C -1.076447 0.970230 -0.863915 -1.746 0.608 0.254
N -0.328101 0.652309 0.338637 0.535 -3.079 0.707
C -0.180650 -0.876638 0.650086 -0.146 0.923 -2.143
C 0.242610 -1.126497 2.077765 1.241 -0.133 -0.174
C 0.807424 -1.501361 -0.334261 0.184 -2.060 0.084
O 0.695376 -2.727501 -0.566049 0.120 1.754 0.223
S 1.994124 -0.447357 -0.916565 0.644 0.206 -0.720
S 1.271457 1.487954 0.420574 -1.670 3.761 1.492
O 1.823192 2.503534 -0.491537 -0.089 -1.526 -1.172
O 2.085816 1.015354 1.506492 0.504 -0.846 0.765
H -1.681547 -0.765223 -1.695408 -0.640 -2.797 0.969
H -1.997955 0.381708 -2.731351 1.066 0.519 -0.705
H -0.186936 -0.239513 -2.418348 0.305 -0.190 -1.229
H -0.801434 2.007790 -0.987162 0.199 0.378 -1.107
H -2.158259 1.071557 -0.580517 0.648 -0.123 0.274
H -1.067191 -1.480646 0.342936 -0.043 1.121 0.550
H 1.243080 -1.612706 2.167229 -0.652 0.377 -0.370
H 0.377231 -0.124660 2.445116 -0.230 -0.009 1.085
H -0.437656 -1.770461 2.600876 -0.587 0.087 0.432
H 0.545221 2.560792 1.140795 0.391 -1.550 -0.657

[8]
18
Properties=species:S:1:pos:R:3:forces:R:3 method="wB97M-V/def2-TZVPD" smiles="CCC(=O)NCC[S-]" max_force_ev_per_a=5.441 total_charge=-1 multiplicity=1
C -2.779984 2.166133 -0.278292 -1.757 0.962 -1.369
C -1.780016 1.135981 0.267034 -0.996 -0.705 2.606
C -0.302845 1.615075 0.286857 -0.157 0.420 -1.409
O -0.045366 2.803679 0.055889 -0.627 -0.433 0.255
N 0.743482 0.760472 0.391314 0.352 0.193 -0.250
C 0.866440 -0.712548 0.551512 0.972 1.916 1.298
C 0.802457 -1.449692 -0.682085 4.913 -1.180 -2.019
S 1.399139 -3.072739 -0.203187 0.099 -1.970 0.143
H -2.418677 3.189421 -0.293340 0.732 -0.068 0.038
H -3.792544 2.351695 0.166041 0.912 -0.991 0.704
H -3.157668 2.002865 -1.337199 1.125 -0.290 0.864
H -2.041904 0.820329 1.352711 0.390 1.050 -1.238
H -2.000610 0.149952 -0.149105 0.832 0.125 -0.682
H 1.525013 1.189073 -0.140945 -0.551 -0.502 1.028
H 0.197817 -1.162389 1.236465 -1.202 0.179 1.016
H 1.883624 -0.924398 1.058789 -1.502 0.488 -1.076
H 1.696858 -1.114663 -1.325070 -1.331 0.194 0.497
H 0.044102 -1.620484 -1.373841 -2.204 0.612 -0.406

[9]
18
Properties=species:S:1:pos:R:3:forces:R:3 method="wB97M-V/def2-TZVPD" max_force_ev_per_a=2.083 total_charge=+1 multiplicity=1
C 0.231765 -0.212905 0.547606 -1.115 0.017 -1.388
C 0.489037 0.946004 0.032227 -0.446 0.165 -0.601
C -1.385098 0.136939 -1.894204 0.032 1.297 0.071
C 0.428253 -1.270139 1.483334 -0.146 -0.501 0.390
C 1.480515 1.904754 0.650843 0.249 -0.126 0.113
N -1.370766 -0.847934 -0.853977 1.588 0.334 1.305
O -0.915431 -0.448928 -3.036002 0.171 -0.474 -0.298
S -0.294679 1.613663 -1.384559 -0.308 -0.383 0.080
H -2.372386 0.602122 -2.018647 0.125 -0.236 0.084
H 1.343505 -1.011475 2.028595 0.006 0.025 0.071
H 0.620253 -2.224937 0.995265 0.057 -0.036 0.002
H -0.398818 -1.358570 2.188935 0.085 -0.071 0.044
H 1.786879 1.592262 1.645338 -0.013 -0.016 0.010
H 1.013238 2.883190 0.708360 -0.012 0.097 0.086
H 2.358488 1.977263 0.011482 0.010 -0.005 -0.025
H -1.055069 -1.743506 -1.215340 -0.203 -0.040 -0.022
H -2.214395 -0.916008 -0.300111 -0.070 -0.035 -0.108
H -1.020555 0.111962 -3.816436 -0.007 -0.012 0.184

[10]
18
Properties=species:S:1:pos:R:3:forces:R:3 method="wB97M-V/def2-TZVPD" max_force_ev_per_a=3.862 total_charge=+1 multiplicity=3
C 1.476809 0.726864 -0.081376 1.517 -1.385 -0.821
C -1.478205 -1.562379 0.074381 -0.135 0.165 0.420
C -0.853624 1.442857 -0.169279 -2.973 1.832 -1.651
C 2.629125 0.453914 0.835067 -2.816 1.617 1.793
C -1.528585 -2.725670 -0.718452 -1.288 -1.973 -1.919
N 0.401230 1.464857 0.197612 0.896 0.721 1.744
O -1.673434 2.505528 0.246913 1.320 -0.616 -1.535
S -1.590710 -0.387947 1.069179 -0.241 -0.158 0.341
H -1.154011 1.091564 -1.144572 0.379 -0.630 -0.089
H 2.675476 1.374478 1.559419 0.513 -2.073 -0.926
H 3.472032 0.337040 0.203751 1.098 -0.125 -0.064
H 2.327235 -0.523453 1.342199 0.887 1.216 -0.123
H -1.504859 -2.513027 -1.842698 -0.228 -0.173 1.321
H -2.532342 -3.264876 -0.486866 1.280 1.118 -0.417
H -0.821807 -3.560895 -0.572973 0.225 0.619 0.444
H 1.574951 0.167525 -0.983190 -0.839 -0.038 -0.829
H 0.477290 1.957800 1.065648 0.309 0.716 0.699
H -1.896579 3.015826 -0.594763 0.096 -0.832 1.614

[11]
17
Properties=species:S:1:pos:R:3:forces:R:3 method="wB97M-V/def2-TZVPD" smiles="C/C=C/[C@@H]1CN1P" max_force_ev_per_a=4.942 multiplicity=1
C -1.080571 -2.114206 1.359178 -2.794 2.433 -1.051
C -0.154341 -1.564784 0.374348 -0.052 0.661 -1.544
C -0.003743 -0.272715 0.079852 2.117 -3.424 -2.867
C 0.771586 0.299453 -1.076528 -1.920 0.833 3.199
C 1.709027 1.321418 -0.751460 2.265 0.921 -1.697
N 0.481834 1.710736 -1.420819 0.512 -0.292 -0.245
P -0.675377 2.657334 -0.508908 1.464 -0.003 0.658
H -0.475248 -2.540308 2.062877 1.029 -1.410 2.460
H -1.678255 -2.936536 0.823700 0.282 1.448 1.184
H -1.646289 -1.151050 1.789088 0.565 -2.717 -0.579
H 0.248582 -2.374357 -0.207915 0.793 0.175 -0.638
H -0.473804 0.405405 0.637319 -1.903 2.634 2.404
H 0.933661 -0.266223 -1.888198 0.465 -2.189 -2.742
H 1.792963 1.574051 0.224420 -0.151 0.697 3.286
H 2.739527 1.444344 -1.150603 -1.050 -0.103 -0.777
H -1.757653 1.851212 -0.690926 -1.060 -0.863 -0.053
H -0.988657 3.352227 -1.624527 -0.562 1.199 -0.998

[12]
17
Properties=species:S:1:pos:R:3:forces:R:3 method="wB97M-V/def2-TZVPD" max_force_ev_per_a=3.464 total_charge=+1 multiplicity=1
C -3.130846 0.741989 0.051107 3.211 -0.880 0.076
C -1.220627 0.178189 0.338025 -0.112 -0.095 0.144
C 0.132019 0.400436 0.249432 -3.398 0.642 -0.208
C 0.801121 1.614525 -0.292045 0.195 0.121 -0.181
C 1.392521 -1.598971 -0.476531 0.283 -0.621 -0.659
N 1.040763 -0.706536 0.650984 -0.181 0.028 0.323
S -4.119584 -0.445067 -0.137084 0.127 0.248 0.088
H -3.210003 1.810091 0.073472 -0.078 0.325 0.005
H -1.495786 -0.799528 0.720322 0.024 -0.252 0.094
H 1.808323 1.750973 0.103876 0.016 0.076 0.054
H 0.212663 2.494633 -0.044091 0.028 0.001 0.057
H 0.873218 1.583513 -1.380528 0.080 -0.067 -0.014
H 1.882245 -1.025355 -1.258425 -0.018 0.119 0.062
H 2.060818 -2.394311 -0.147282 -0.012 0.136 0.141
H 0.485502 -2.043245 -0.879026 -0.057 0.125 0.113
H 1.901725 -0.299328 1.040226 -0.294 -0.159 0.046
H 0.585921 -1.262013 1.387571 0.185 0.254 -0.141

[13]
19
Properties=species:S:1:pos:R:3:forces:R:3 method="wB97M-V/def2-TZVPD" smiles="C[C@@H]1C(=S)S[C@H](S)[N@H+]1C" max_force_ev_per_a=5.744 total_charge=+1 multiplicity=1
C -0.496142 2.013314 0.510480 -2.785 0.605 -1.228
C -0.597153 0.747994 -0.320455 -1.779 -0.815 2.502
C -2.006881 0.002523 -0.142760 2.744 -0.114 -1.131
S -3.361384 0.744946 0.077155 -1.568 0.702 0.384
S -1.802842 -1.722023 -0.411143 0.608 0.416 0.516
C 0.060131 -1.578169 -0.602206 -2.482 -3.105 0.466
S 0.932166 -2.925790 0.250857 1.399 -0.400 -0.905
N 0.429669 -0.352403 0.066782 -1.269 2.346 0.239
C 1.830006 0.065981 -0.172875 1.435 1.603 5.326
H -0.635798 1.816161 1.557817 -0.069 0.253 0.520
H -1.343695 2.765942 0.087241 1.864 -1.934 1.247
H 0.412656 2.479729 0.274918 1.330 0.846 0.081
H -0.469834 1.125445 -1.282218 0.445 -0.464 -2.214
H 0.092616 -1.766231 -1.699004 1.274 1.228 0.737
H 0.114233 -3.482031 1.133224 -0.962 0.387 0.100
H 0.214908 -0.521380 1.110299 0.780 0.211 -1.739
H 2.186480 -0.218738 -1.079288 0.733 -1.041 -2.697
H 1.948367 1.186593 -0.053908 -0.418 -1.404 -0.216
H 2.492499 -0.381867 0.695084 -1.281 0.681 -1.987

[14]
20
Properties=species:S:1:pos:R:3:forces:R:3 method="wB97M-V/def2-TZVPD" max_force_ev_per_a=3.691 total_charge=+1 multiplicity=3
C -0.783942 -0.709688 -1.018294 0.017 1.557 0.216
C -0.490733 0.864768 -0.982278 -0.463 -0.975 -1.661
C 0.243545 -1.077650 0.035343 0.824 -1.369 -0.587
C 1.295532 -0.099333 0.200062 -0.083 -2.617 2.185
C 1.731610 0.324962 1.583957 -1.265 -0.773 1.362
N 1.085975 0.906352 -0.833014 -2.975 -1.681 -0.756
S 1.872853 -1.792815 -0.380403 -1.521 1.414 0.463
S -0.366586 -1.530882 -2.601275 2.798 1.545 0.795
S -1.401664 1.639197 0.376683 0.491 0.446 0.746
S -2.110684 -1.170639 2.215710 -0.445 -0.335 1.328
H -1.888518 -0.684024 -0.779268 1.326 -1.026 -0.070
H -0.833077 1.361748 -1.893785 0.670 -0.117 -0.107
H 2.673145 0.773267 1.464522 1.604 0.467 0.417
H 1.735626 -0.539763 2.396965 0.071 1.683 -2.216
H 1.053142 1.101756 1.989045 0.137 -0.321 -0.246
H 1.510131 0.570531 -1.701426 -0.007 0.374 -0.190
H 1.357847 1.792721 -0.578114 1.222 2.784 0.550
H -1.482790 -2.013126 -2.818696 -3.414 -1.206 -0.718
H -2.629725 1.671903 -0.199537 0.580 -0.098 -0.256
H -2.571688 -1.389286 3.523804 0.434 0.247 -1.255

Computed energy relative to the best compared isomer or geometry (same formula, charge and spin) (eV) in order:
2.947; 2.084; 5.154; 5.796; 3.985; 7.442; 0.000; 1.568; 1.668; 1.349; 2.487; 4.071; 0.000; 1.614
Computed calculated total energy (eV) in order:
-10931.31803; -10932.18046; -10920.89774; -10920.25625; -10922.06658; -12975.16327; -34648.65259; -19719.97756; -19711.25050; -19707.89342; -16122.42214; -17662.25127; -39334.25787; -50166.15519